# 1
Here is a molecular structure, C43H50N10RbSSeSi in a non-equilibrium geometry from the Open Molecules 2025 dataset. Energies are from wB97M-V/def2-TZVPD.

The geometry in XYZ format:
```
107
Properties=species:S:1:pos:R:3
Rb 14.90150 14.63100 12.29719
Se 7.87843 17.30278 17.08420
N 9.46837 16.84420 17.71657
C 10.23049 16.51254 16.66425
C 11.60268 16.08007 16.80943
C 12.11696 15.81719 18.06310
C 13.42904 15.34804 18.16325
C 14.04020 14.97804 16.96909
N 13.62719 15.36624 15.77360
C 12.43557 15.95962 15.71685
C 11.90064 16.26771 14.38220
N 12.76369 16.29279 13.37354
C 12.34356 16.33927 12.15157
C 10.97261 16.43397 11.85049
C 10.09422 16.55936 12.91645
C 10.54214 16.51480 14.21867
C 9.65475 16.70418 15.37302
N 8.41708 17.19458 15.36644
H 11.50122 15.86939 18.94328
H 13.83198 15.04663 19.10917
H 15.04056 14.49390 16.97881
H 13.02445 16.36847 11.33985
H 10.63798 16.30914 10.81535
H 9.00485 16.59004 12.79941
N 15.06452 19.70979 9.63688
C 14.27155 20.87317 9.90568
C 14.51210 22.14332 10.48938
C 13.39687 22.92533 10.68213
C 12.11198 22.57893 10.20625
C 11.94380 21.41221 9.52275
C 13.02605 20.55880 9.35500
N 13.03669 19.28057 8.82769
C 14.21876 18.82657 9.02338
C 14.47750 17.45195 8.58380
C 14.88752 17.03285 7.37407
S 14.92839 15.34318 7.34154
C 14.25443 15.24471 8.92682
N 14.14937 16.44455 9.48334
H 15.94136 19.52925 10.08689
H 15.46504 22.41554 10.89362
H 13.56387 23.87831 11.18144
H 11.24288 23.12303 10.57055
H 10.95691 21.14821 9.15576
H 15.21664 17.61726 6.54926
H 13.99006 14.31471 9.53860
N 14.60345 19.24622 13.85496
C 15.51793 18.07846 13.94873
C 15.62346 17.61357 15.37689
N 15.57895 18.65572 16.40554
C 14.69821 19.78999 16.20794
C 14.93108 20.26869 14.83543
H 13.68050 18.92068 14.09093
H 16.79276 21.48095 11.83992
H 16.48347 18.31977 13.48583
H 15.10085 17.24849 13.38856
H 16.60486 17.03076 15.49053
H 14.83232 16.91457 15.54703
H 15.26755 18.20667 17.28820
H 15.01365 20.61141 16.88197
H 13.66420 19.65950 16.43747
H 16.02127 20.42114 14.82700
H 14.50404 21.24408 14.64443
C 20.32084 18.32822 13.19548
Si 19.27787 18.16670 11.69772
C 18.31208 16.62482 11.80655
C 20.43486 18.21473 10.29017
C 18.14536 19.57800 11.58382
C 17.42730 20.54406 11.62804
H 20.73545 17.35543 13.42568
H 19.75719 18.70983 14.06662
H 21.11950 19.03207 13.07471
H 18.89039 15.83458 11.42525
H 17.36082 16.57279 11.29372
H 18.14360 16.35777 12.83680
H 21.35252 17.71405 10.64620
H 20.80582 19.25825 10.11863
H 20.11989 17.83402 9.32738
C 11.98189 12.67497 14.81229
C 11.35234 13.13952 13.46324
C 9.84722 13.31696 13.68196
C 11.53774 12.08301 12.37351
C 10.95665 10.86297 12.56549
C 11.09481 9.87910 11.59772
C 11.82564 10.11111 10.39681
C 12.41745 11.35004 10.21464
C 13.17869 11.50584 8.95322
C 14.65443 11.76124 9.10111
C 12.49161 12.56469 8.02162
C 12.33524 12.44388 11.23456
N 12.95446 13.60666 11.06257
H 11.67111 13.28382 15.62758
H 13.06347 12.66976 14.64358
H 11.60356 11.68785 15.05447
H 11.86838 13.99123 13.08281
H 9.45962 12.35727 13.97948
H 9.30298 13.71604 12.80224
H 9.67392 14.00870 14.55521
H 10.44250 10.58878 13.49245
H 10.66732 8.95943 11.88774
H 11.82305 9.26150 9.67928
H 13.12214 10.53949 8.42787
H 14.96569 11.84844 10.19889
H 15.02004 12.61856 8.58204
H 15.21501 10.91702 8.70588
H 12.38202 13.50310 8.53131
H 11.47464 12.15433 7.79568
H 13.13420 12.62018 7.12501
```

Properties
E_HOMO (spin up / spin down): -1.42 / -1.42 eV
Charge: -1

# 2
Here is 9 unconnected molecules or ions with the total composition C7H30F6O8P in a non-equilibrium geometry from the Open Molecules 2025 dataset. Energies are from wB97M-V/def2-TZVPD.

The geometry in XYZ format:
```
52
Properties=species:S:1:pos:R:3
P 0.48058 0.47029 0.64472
F -0.50324 -0.80349 0.77665
F 0.27444 0.54760 -0.96103
F -0.82642 1.39749 0.92001
F 1.41385 1.78644 0.45145
F 0.74523 0.49796 2.23335
F 1.80050 -0.47244 0.49647
C -1.77729 -4.09518 1.84910
O -0.66261 -4.82828 2.35650
H -1.53565 -3.54275 0.94421
H -2.58537 -4.79653 1.60548
H -2.17206 -3.38511 2.58358
H -1.02161 -5.36427 3.06980
C -4.02069 2.96254 -1.99058
C -2.96897 2.21915 -1.14866
O -1.69962 2.51555 -1.74342
H -5.01774 2.68719 -1.63526
H -3.93231 2.72852 -3.04884
H -3.90257 4.02765 -1.79462
H -3.13271 1.14010 -1.18337
H -2.93502 2.70272 -0.16949
H -1.04474 1.93001 -1.32757
C 4.03434 3.19188 -1.44866
C 4.44544 1.73750 -1.54462
O 5.87169 1.70908 -1.70823
H 4.61637 3.74896 -0.71521
H 2.99168 3.26694 -1.13537
H 4.14506 3.69084 -2.41356
H 3.85198 1.21387 -2.29785
H 4.20574 1.23815 -0.60241
H 6.09339 0.88878 -2.15842
C -1.45409 -2.08299 -2.35973
C -1.62518 -3.59009 -2.36634
O -2.89989 -3.89586 -2.93165
H -2.17148 -1.60606 -1.69110
H -1.64590 -1.66464 -3.34979
H -0.46339 -1.74421 -2.06015
H -1.64505 -3.99292 -1.34634
H -0.82504 -4.09734 -2.91735
H -3.18111 -4.76638 -2.64694
O 1.40127 3.73308 2.47190
H 1.95127 3.28974 3.12444
H 1.27545 3.06555 1.77611
O -2.07096 1.00896 3.45028
H -2.40218 0.11515 3.57563
H -1.55805 0.96555 2.62212
O 3.88101 0.74708 1.97407
H 3.12302 0.60610 1.38725
H 3.63262 0.29954 2.78890
O 0.63447 -2.35804 3.54686
H 0.12481 -3.15345 3.34362
H 0.68674 -1.88990 2.70404
```

Properties
E_HOMO: -7.27 eV
Charge: -1

# 3
Here is 2 unconnected molecules or ions with the total composition C9H16N2O2 in a non-equilibrium geometry from the Open Molecules 2025 dataset. Energies are from wB97M-V/def2-TZVPD.

The geometry in XYZ format:
```
29
Properties=species:S:1:pos:R:3
O 0.80066 -1.41175 -3.83362
C 1.31725 -0.64006 -3.07645
C 2.85897 -0.54054 -2.92638
C 3.37761 0.14733 -1.92818
N 2.49749 0.94468 -1.26301
C 1.09856 1.16926 -1.45738
O 0.44931 2.00266 -0.90840
N 0.55147 0.22163 -2.26752
H 3.41778 -1.15270 -3.73618
H 4.50619 0.42382 -1.86949
H 2.87982 1.33282 -0.45922
H -0.43397 0.50969 -2.62129
C -2.92916 -0.31876 1.25290
C -1.40953 -0.16870 1.53400
C -0.83824 -1.61089 1.76216
C -1.15822 0.69208 2.78346
C -0.64959 0.58818 0.36874
H -3.05933 -1.01286 0.43445
H -3.43079 -0.82139 2.07630
H -3.35471 0.78164 1.19956
H 0.24872 -1.69763 2.03423
H -1.41561 -2.10701 2.52730
H -0.90172 -2.15169 0.84982
H -0.04441 0.89010 2.87286
H -1.41706 -0.01405 3.66386
H -1.78624 1.66069 2.65906
H -1.06749 1.60665 0.15922
H 0.42236 0.66726 0.79439
H -0.53015 0.00952 -0.62517
```

Properties
E_HOMO: -9.40 eV
Charge: 0

# 4
Here is 2 unconnected molecules or ions with the total composition C2H2Cl4 in a non-equilibrium geometry from the Open Molecules 2025 dataset. Energies are from wB97M-V/def2-TZVPD.

The geometry in XYZ format:
```
8
Properties=species:S:1:pos:R:3
Cl 0.23465 1.16853 1.75339
C -0.38173 1.61865 0.18906
C -1.51092 2.29337 -0.08045
Cl -2.30377 3.05917 1.21043
Cl -2.02752 2.57805 -1.73312
H 0.00869 0.91568 -0.51514
Cl 0.45134 -1.85583 1.90513
H 0.60213 -1.88233 3.21389
```

Properties
E_HOMO: -9.43 eV
Charge: 0

# 5
Here is 2 unconnected molecules or ions with the total composition C3H9NO3 in a non-equilibrium geometry from the Open Molecules 2025 dataset. Energies are from wB97M-V/def2-TZVPD.

The geometry in XYZ format:
```
16
Properties=species:S:1:pos:R:3
C -0.33350 -0.05177 1.27717
C -1.23260 -0.68956 0.27715
O -0.36324 -1.59712 -0.39272
C -0.38293 1.46958 0.81219
N 0.42926 1.91780 -0.32422
O -1.28838 2.17554 1.15950
H 0.75256 -0.29658 1.42441
H -0.61529 -0.25484 2.30982
H -2.05489 -1.27254 0.70245
H -1.48580 0.03606 -0.68486
H -0.10304 -2.46559 0.22095
H 0.51883 2.89371 -0.44800
H 1.24988 1.47580 -0.62557
H 1.79496 -0.66863 -2.42734
H 1.13701 -1.40711 -1.51726
O 1.97718 -1.26474 -1.76367
```

Properties
2S+1: 2
E_HOMO (spin up / spin down): -14.84 / -14.81 eV
Charge: +1

# 6
Here is 2 unconnected molecules or ions with the total composition C4HF4I in a non-equilibrium geometry from the Open Molecules 2025 dataset. Energies are from wB97M-V/def2-TZVPD.

The geometry in XYZ format:
```
10
Properties=species:S:1:pos:R:3
F 0.32676 1.18782 1.30174
C -0.86123 1.40689 0.74554
F -1.45191 0.25128 0.87802
C -0.92458 2.32648 -0.22142
F 0.12392 3.20724 -0.12282
F -2.00805 2.88603 -0.79139
C 0.66377 -0.16917 -1.43736
C 1.40251 0.55424 -0.80146
I 3.13955 0.56703 0.26356
H -0.10389 -0.49634 -1.95454
```

Properties
E_HOMO: -9.47 eV
Charge: 0

It is found that the energy above the lowest of the compared OMol25 structures with the same formula, charge and spin values, taken in the order of the records, are 35.2, 0.0, 76.9, 18.1, 64.1, 76.4 kcal/mol.